Run w
{"formula": "C4H12", "method": "wB97M-V/def2-TZVPD", "gap_ev": 12.36, "homo_energy_ha": -0.41309, "smiles": "CC.CC", "e_lumo_ha": 0.0410, "spin_multiplicity": 1, "charge": 0, "symbols": ["H", "H", "H", "H", "C", "C", "C", "C", "H", "H", "H", "H", "H", "H", "H", "H"], "xyz": [[-0.36, -0.87, 1.05], [-1.38, -0.74, -3.06], [0.00, -1.26, -1.87], [-1.46, 1.40, -1.91], [-0.03, 0.04, 1.78], [-0.90, -0.68, -2.05], [1.43, -0.22, 2.21], [-0.48, 0.86, -1.88], [-0.89, -0.02, 2.51], [1.98, 0.75, 2.22], [1.63, -0.54, 3.25], [1.89, -0.66, 1.41], [-1.65, -1.08, -1.39], [-0.09, 0.96, 1.22], [0.00, 1.13, -2.79], [0.22, 0.94, -1.01]]}

=====

Run x
{"formula": "C4H12", "method": "wB97M-V/def2-TZVPD", "gap_ev": 12.48, "homo_energy_ha": -0.41820, "smiles": "CC.CC", "e_lumo_ha": 0.0403, "spin_multiplicity": 1, "charge": 0, "symbols": ["H", "H", "H", "C", "H", "H", "H", "C", "H", "H", "H", "C", "H", "C", "H", "H"], "xyz": [[-1.69, -0.70, -3.48], [-0.74, -0.47, -0.88], [1.71, 1.37, 2.00], [-0.03, 0.11, 2.21], [1.20, 1.15, 3.64], [0.15, -0.18, 1.17], [-0.32, -0.86, 2.61], [-0.38, -0.80, -1.86], [0.68, -0.55, -1.87], [-0.31, 0.26, -3.78], [2.14, -0.11, 2.85], [-1.06, 0.05, -3.02], [-1.31, 1.02, -2.61], [1.34, 0.62, 2.70], [-0.67, -1.83, -1.99], [-0.73, 0.93, 2.32]]}

=====

Run y
{"formula": "C4H12", "method": "wB97M-V/def2-TZVPD", "gap_ev": 12.75, "homo_energy_ha": -0.42876, "smiles": "CC.CC", "e_lumo_ha": 0.0397, "spin_multiplicity": 1, "charge": 0, "symbols": ["C", "H", "C", "H", "H", "H", "C", "H", "C", "H", "H", "H", "H", "H", "H", "H"], "xyz": [[-0.76, -0.18, 2.17], [-0.30, 0.85, -2.37], [-0.27, -0.22, -2.50], [-0.15, -1.04, 1.90], [0.52, 1.63, 1.91], [1.27, -1.49, -1.53], [-0.11, 1.10, 2.62], [-1.31, -0.07, 1.22], [1.18, -0.70, -2.31], [-0.63, -0.47, -3.50], [1.65, 0.15, -1.84], [-1.46, -0.61, 2.90], [-0.89, 1.83, 2.81], [1.69, -1.06, -3.21], [-0.95, -0.69, -1.78], [0.52, 0.98, 3.52]]}

=====

Run z
{"formula": "C4H12", "method": "wB97M-V/def2-TZVPD", "gap_ev": 12.91, "homo_energy_ha": -0.43210, "smiles": "CC.CC", "e_lumo_ha": 0.0424, "spin_multiplicity": 1, "charge": 0, "symbols": ["C", "H", "H", "H", "H", "H", "C", "H", "H", "C", "H", "H", "H", "H", "C", "H"], "xyz": [[0.81, 0.65, -2.23], [-1.50, -2.36, 1.74], [2.16, 2.06, -1.30], [2.69, 0.39, -1.17], [-1.35, -1.32, 3.15], [-1.13, -0.44, 0.21], [-0.95, -0.32, 1.27], [-0.17, 1.09, -2.12], [-1.27, 0.70, 1.51], [1.82, 1.04, -1.16], [1.20, 0.92, -3.21], [0.14, -0.36, 1.41], [-2.77, -1.17, 2.10], [0.58, -0.42, -2.29], [-1.69, -1.35, 2.11], [1.37, 1.02, -0.17]]}

=====

Winner for stability: run z

=====

Run w
{"formula": "C4H12", "method": "wB97M-V/def2-TZVPD", "gap_ev": 12.50, "homo_energy_ha": -0.42024, "smiles": "CC.CC", "e_lumo_ha": 0.0390, "spin_multiplicity": 1, "charge": 0, "symbols": ["C", "H", "H", "H", "H", "H", "C", "H", "H", "H", "C", "H", "H", "C", "H", "H"], "xyz": [[-0.97, -1.97, 1.52], [1.34, 2.58, -0.81], [-1.08, 0.19, 1.91], [-1.58, -2.66, 0.94], [1.30, -0.03, -2.54], [2.23, 0.32, -0.97], [-1.74, -0.68, 1.93], [-2.22, -0.82, 2.89], [-0.59, -2.42, 2.42], [-0.27, -1.65, 0.74], [0.94, 1.84, -1.50], [-0.04, 1.53, -1.11], [0.67, 2.52, -2.32], [1.82, 0.69, -1.92], [-2.56, -0.47, 1.23], [2.75, 1.03, -2.39]]}

=====

Run x
{"formula": "C4H12", "method": "wB97M-V/def2-TZVPD", "gap_ev": 12.22, "homo_energy_ha": -0.40787, "smiles": "CC.CC", "e_lumo_ha": 0.0412, "spin_multiplicity": 1, "charge": 0, "symbols": ["H", "H", "H", "H", "H", "C", "H", "H", "C", "H", "C", "H", "H", "H", "H", "C"], "xyz": [[-0.82, -1.90, -2.57], [-1.76, 0.12, -1.90], [-0.60, -0.27, 2.58], [-0.24, 1.82, 1.27], [-0.04, 0.46, 0.57], [-0.10, -1.28, -2.02], [-0.35, 0.61, -0.87], [1.20, -0.58, 2.73], [0.48, 0.93, 1.29], [-0.11, -1.87, -1.07], [0.42, 0.12, 2.63], [0.76, -1.20, -2.74], [-0.28, 0.92, -2.50], [1.49, 1.21, 1.01], [0.64, 0.70, 3.46], [-0.68, 0.21, -1.87]]}

=====

Run y
{"formula": "C4H12", "method": "wB97M-V/def2-TZVPD", "gap_ev": 12.09, "homo_energy_ha": -0.40342, "smiles": "CC.CC", "e_lumo_ha": 0.0408, "spin_multiplicity": 1, "charge": 0, "symbols": ["H", "H", "H", "C", "H", "H", "C", "H", "H", "H", "H", "C", "C", "H", "H", "H"], "xyz": [[0.76, 0.05, -2.87], [-0.61, 0.71, -1.87], [-2.04, -0.78, 0.85], [-1.38, -0.66, 1.68], [0.93, -0.35, -1.31], [0.41, -1.92, 1.21], [1.29, 1.82, -1.74], [-0.94, 0.41, 1.51], [2.12, 1.62, -1.08], [-1.97, -0.39, 2.54], [1.60, 2.40, -2.69], [-0.36, -1.75, 1.92], [0.49, 0.53, -1.85], [0.09, -1.64, 2.87], [0.72, 2.72, -1.18], [-1.11, -2.74, 2.02]]}

=====

Run z
{"formula": "C4H12", "method": "wB97M-V/def2-TZVPD", "gap_ev": 12.75, "homo_energy_ha": -0.42689, "smiles": "CC.CC", "e_lumo_ha": 0.0417, "spin_multiplicity": 1, "charge": 0, "symbols": ["H", "H", "H", "H", "H", "C", "C", "H", "H", "H", "H", "H", "H", "H", "C", "C"], "xyz": [[-1.18, 0.43, -0.21], [-3.44, -0.83, 0.11], [-1.21, -1.15, -0.96], [-1.40, 0.14, -2.00], [1.42, 0.58, -0.25], [-1.67, -0.16, -0.98], [2.59, 0.52, 1.61], [1.69, 0.76, 2.18], [3.15, -0.24, 2.16], [3.24, 1.39, 1.59], [-3.72, 0.58, -0.86], [-3.55, -1.03, -1.60], [3.09, 0.05, -0.47], [1.99, -1.06, 0.28], [2.22, 0.01, 0.21], [-3.16, -0.36, -0.84]]}

=====

Winner for stability: run z

=====

Run w
{"formula": "C4H12", "method": "wB97M-V/def2-TZVPD", "gap_ev": 12.62, "homo_energy_ha": -0.42047, "smiles": "CC.CC", "e_lumo_ha": 0.0432, "spin_multiplicity": 1, "charge": 0, "symbols": ["H", "H", "H", "H", "H", "H", "H", "H", "C", "H", "H", "H", "C", "C", "C", "H"], "xyz": [[0.87, -0.15, 3.08], [1.45, 1.75, 1.67], [-0.98, 1.17, -2.17], [-1.95, -1.25, -0.70], [-1.18, -0.36, -3.18], [0.58, 0.85, 0.50], [2.19, -1.01, 2.17], [-1.02, 0.04, -0.15], [-1.51, 0.22, -2.32], [0.43, -1.06, 1.76], [2.33, 0.62, 0.60], [-0.18, -1.04, -1.14], [-1.17, -0.56, -1.05], [1.27, -0.45, 2.11], [1.42, 0.77, 1.18], [-2.57, 0.46, -2.36]]}

=====

Run x
{"formula": "C4H12", "method": "wB97M-V/def2-TZVPD", "gap_ev": 12.45, "homo_energy_ha": -0.41636, "smiles": "CC.CC", "e_lumo_ha": 0.0410, "spin_multiplicity": 1, "charge": 0, "symbols": ["H", "H", "H", "C", "H", "H", "C", "H", "C", "H", "H", "H", "H", "H", "H", "C"], "xyz": [[-2.40, 1.39, 1.08], [0.66, 0.28, -0.28], [-1.10, 0.50, 1.93], [1.39, 0.46, -1.10], [-1.85, -1.73, 0.64], [0.91, -0.01, -1.98], [-1.68, 0.58, 1.02], [1.34, 1.53, -1.28], [2.79, -0.07, -0.87], [3.47, 0.70, -0.47], [3.10, -0.36, -1.88], [-2.81, -1.03, 1.99], [-1.11, 0.55, 0.11], [2.89, -0.96, -0.25], [-3.22, -1.03, 0.35], [-2.37, -0.80, 1.01]]}

=====

Run y
{"formula": "C4H12", "method": "wB97M-V/def2-TZVPD", "gap_ev": 12.71, "homo_energy_ha": -0.42521, "smiles": "CC.CC", "e_lumo_ha": 0.0419, "spin_multiplicity": 1, "charge": 0, "symbols": ["C", "H", "H", "H", "H", "H", "H", "H", "H", "H", "C", "H", "C", "C", "H", "H"], "xyz": [[-1.28, -0.68, -0.91], [-1.09, -2.57, -1.90], [0.32, -0.32, 1.54], [1.92, 1.19, 0.24], [2.43, 1.35, 1.86], [-0.69, 0.21, -0.74], [-2.23, -0.35, -1.34], [0.19, 0.84, 2.75], [0.47, -1.78, -1.89], [-1.40, -1.20, 0.03], [0.28, 0.76, 1.67], [-0.75, -1.22, -2.95], [1.55, 1.49, 1.22], [-0.60, -1.60, -1.94], [1.40, 2.57, 1.22], [-0.51, 1.29, 1.14]]}

=====

Run z
{"formula": "C4H12", "method": "wB97M-V/def2-TZVPD", "gap_ev": 12.64, "homo_energy_ha": -0.42249, "smiles": "CC.CC", "e_lumo_ha": 0.0421, "spin_multiplicity": 1, "charge": 0, "symbols": ["C", "H", "H", "C", "H", "H", "H", "H", "H", "H", "H", "H", "H", "H", "C", "C"], "xyz": [[1.01, 1.93, -1.73], [1.17, 0.11, -0.60], [-0.05, -1.57, 2.60], [-0.69, -1.09, 1.88], [-1.67, -1.50, 0.07], [-0.36, -0.07, 1.68], [1.58, 2.79, -1.38], [-0.47, 0.69, -0.92], [-1.70, -0.97, 2.29], [1.57, 1.45, -2.54], [0.14, 2.27, -2.32], [-0.75, -2.95, 0.79], [0.03, -1.68, -0.11], [0.47, 1.50, 0.34], [-0.80, -1.89, 0.56], [0.53, 0.99, -0.61]]}

=====

Winner for stability: run y

=====

Run w
{"formula": "C22H25N5O4SV", "method": "wB97M-V/def2-TZVPD", "s2": 3.82, "gap_ev": [5.79, 2.34], "homo_energy_ha": [-0.46843, -0.47920], "e_lumo_ha": [-0.2556, -0.3932], "spin_multiplicity": 4, "charge": 2, "symbols": ["H", "H", "C", "N", "S", "H", "C", "C", "C", "H", "H", "H", "N", "C", "C", "H", "O", "C", "H", "C", "O", "O", "C", "C", "N", "H", "C", "C", "H", "C", "H", "C", "H", "C", "C", "O", "H", "C", "H", "C", "H", "H", "H", "C", "H", "H", "N", "H", "H", "C", "H", "H", "N", "C", "H", "V", "H", "C"], "xyz": [[4.52, 1.89, 1.90], [-3.64, -4.10, -3.63], [2.80, 4.69, 2.51], [-2.71, -3.72, -1.81], [-0.39, 2.35, 1.58], [-2.50, 4.82, 1.75], [-1.44, -3.42, -1.47], [-1.81, 5.54, -1.52], [-3.08, -4.68, -2.83], [3.50, -1.71, -2.94], [0.23, -4.23, -2.73], [1.07, -3.95, 3.96], [2.92, -2.26, -0.84], [-0.20, -2.53, 2.68], [1.50, 4.22, 2.37], [-3.84, -5.39, -2.42], [-2.47, 0.22, -0.57], [2.86, -1.62, -2.09], [0.61, -4.17, -1.02], [-0.80, 4.53, -1.72], [-1.18, -2.37, -0.87], [-0.04, 1.20, 0.56], [2.33, 1.96, 1.90], [-0.44, 3.64, -0.71], [1.31, -0.75, -0.74], [0.15, 2.80, -1.00], [1.93, -0.66, -1.96], [-2.39, 5.54, -0.25], [1.76, 0.20, -2.60], [3.64, 2.51, 1.96], [-3.20, 6.25, -0.07], [1.97, -1.74, -0.08], [2.13, 0.92, 1.69], [0.89, -3.29, 3.08], [-0.99, 3.73, 0.55], [-2.76, -0.33, 0.78], [-0.24, 4.56, -2.65], [-1.98, 4.67, 0.80], [-3.93, -2.04, -1.27], [1.26, 2.88, 1.94], [-2.04, 6.34, -2.18], [-1.22, -2.49, 3.08], [3.66, -2.93, -0.55], [-0.22, -4.39, -1.71], [2.79, -3.45, 2.05], [-0.49, -5.44, -1.70], [1.84, -3.07, 2.08], [0.68, 4.97, 2.54], [4.91, 4.27, 2.20], [-3.87, -3.11, -1.04], [-2.29, -5.13, -3.33], [-3.72, -3.26, 0.05], [0.13, -1.78, 1.57], [1.37, -2.18, 1.20], [2.98, 5.72, 2.74], [-0.95, -0.46, 0.02], [-4.79, -3.60, -1.40], [3.87, 3.86, 2.18]]}

=====

Run x
{"formula": "C22H25N5O4SV", "method": "wB97M-V/def2-TZVPD", "s2": 3.76, "gap_ev": [8.21, 6.75], "homo_energy_ha": [-0.53266, -0.53323], "e_lumo_ha": [-0.2308, -0.2850], "spin_multiplicity": 4, "charge": 2, "symbols": ["O", "H", "H", "O", "H", "N", "C", "C", "H", "H", "C", "C", "C", "C", "C", "H", "H", "H", "H", "C", "H", "N", "H", "S", "N", "C", "C", "V", "H", "H", "H", "C", "C", "C", "C", "N", "C", "H", "C", "C", "H", "H", "H", "C", "C", "H", "H", "H", "C", "O", "H", "C", "N", "C", "H", "O", "H", "H"], "xyz": [[9.79, 11.58, 11.64], [12.72, 9.49, 8.00], [8.27, 13.97, 14.92], [10.97, 9.66, 9.95], [8.44, 9.24, 10.13], [11.38, 9.94, 14.20], [5.22, 13.18, 11.16], [9.64, 6.23, 12.46], [9.99, 7.25, 10.57], [11.06, 14.37, 11.59], [9.74, 15.52, 15.12], [10.98, 8.76, 14.65], [9.57, 14.00, 13.21], [11.22, 15.75, 13.21], [10.07, 7.22, 11.65], [5.95, 12.38, 13.01], [8.91, 13.42, 10.10], [10.99, 7.80, 16.51], [8.19, 10.56, 8.98], [10.77, 16.19, 14.44], [9.41, 15.85, 16.10], [10.02, 6.59, 13.76], [10.62, 9.89, 5.64], [8.86, 12.43, 12.72], [10.66, 8.20, 12.40], [6.21, 12.76, 12.04], [9.14, 14.46, 14.49], [11.20, 10.25, 11.91], [7.20, 14.34, 8.64], [4.76, 14.04, 9.24], [12.36, 11.20, 8.41], [10.60, 7.80, 13.68], [7.53, 12.90, 11.66], [11.76, 9.86, 16.40], [11.78, 10.65, 15.32], [11.23, 8.61, 15.98], [8.70, 9.62, 9.11], [9.95, 6.07, 14.63], [7.87, 13.36, 10.41], [12.14, 10.36, 7.71], [11.30, 17.00, 14.93], [8.34, 8.89, 8.42], [9.13, 5.32, 12.20], [10.63, 14.63, 12.59], [10.17, 9.80, 8.97], [12.35, 10.65, 6.66], [9.47, 8.93, 6.57], [9.23, 10.77, 6.42], [5.54, 13.71, 9.90], [13.13, 10.58, 11.61], [4.17, 13.01, 11.33], [6.88, 13.83, 9.57], [10.71, 10.08, 7.78], [9.96, 9.92, 6.54], [11.98, 10.08, 17.44], [12.31, 11.89, 11.82], [11.99, 16.30, 12.63], [12.11, 11.69, 15.23]]}

=====

Winner for stability: run x